1.
Formula: C3H15N2O3
Source: OMol25
Level of theory: ωB97M-V/def2-TZVPD

Geometry as XYZ:
```
23
Properties=species:S:1:pos:R:3:forces:R:3
N -1.16127 -0.44853 -1.07141 1.014 -0.688 -0.366
C -0.83112 -1.38869 0.14361 4.209 -0.550 -3.302
C -0.32445 -2.84608 -0.35572 2.719 3.953 -1.657
O -0.53783 -2.79968 -1.76671 -1.060 -1.047 -0.939
C 0.17270 -0.73285 1.09801 -0.642 -1.548 0.917
N -0.48603 0.48755 1.56245 0.605 1.200 -0.596
H -0.87761 -0.91388 -2.00001 -0.645 0.159 1.714
H -0.55062 0.38160 -1.00269 -0.365 0.083 0.110
H -2.14691 -0.14640 -1.12953 0.632 -0.231 0.215
H -1.63315 -1.55810 0.69408 -4.147 -0.200 1.877
H -0.84203 -3.49160 0.31404 -0.175 -1.438 -0.281
H 0.81818 -2.81229 -0.36256 -1.454 -0.614 1.363
H -0.07791 -3.45404 -2.33915 -0.336 0.325 1.209
H 0.11332 -1.53380 2.03355 0.889 2.007 -2.333
H 1.18741 -0.69505 0.61091 -0.831 0.273 0.867
H -0.67328 0.34412 2.52125 -0.320 0.555 1.014
H -0.16011 1.47477 1.39353 0.123 -1.974 0.156
H 2.28840 4.50091 1.73276 0.326 -0.126 -0.047
H 0.80286 4.74871 1.78028 0.597 -0.806 -0.625
O 1.47148 4.14238 1.37668 -0.960 0.759 0.584
H 1.23442 2.46476 -0.17310 0.258 1.009 2.113
H 1.73636 2.64051 -1.57026 -1.270 -1.081 0.760
O 1.09247 2.10510 -1.01695 0.836 -0.019 -2.753
```
Forces are in eV/Å.

calculated total energy: -458.24199 hartree
LUMO energy: -2.762 eV
charge: +1
orbital gap: 10.41 eV
energy above the lowest of the compared OMol25 structures with the same formula, charge and spin: 56.2 kcal/mol
spin multiplicity: 1
highest occupied orbital energy: -13.2 eV



2.
Formula: C3H15NO3
Source: OMol25
Level of theory: ωB97M-V/def2-TZVPD

Geometry as XYZ:
```
22
Properties=species:S:1:pos:R:3:forces:R:3
C -1.28514 2.37237 -0.33444 -0.107 -0.133 -0.350
C -0.31330 1.89869 0.75960 -0.958 0.550 -0.794
N 0.06533 0.50920 0.59541 0.484 0.151 0.504
C 1.27035 0.14716 1.35606 -0.653 -0.367 0.811
H -2.33018 2.20123 -0.07753 0.008 0.070 0.113
H -1.15063 1.88466 -1.30663 0.305 -0.156 0.203
H -1.12786 3.43195 -0.53479 -0.209 0.071 0.173
H -0.85511 2.00949 1.70375 0.332 0.023 0.170
H 0.50548 2.63094 0.75428 0.359 -0.442 0.161
H 0.15796 0.22999 -0.37122 0.013 0.326 -0.107
H 1.00784 -0.60046 2.11952 0.195 -0.280 -0.321
H 2.07859 -0.22517 0.73265 0.060 0.023 -0.024
H 1.61591 0.96740 1.98649 0.162 0.336 -0.418
O -0.46156 -1.88011 -2.00214 -0.238 -0.268 0.135
H -0.22451 -2.75347 -2.33349 -0.033 0.095 -0.100
H -0.76685 -2.04992 -1.09038 -0.303 0.226 -0.076
O 2.17810 -1.73274 -1.46448 1.408 -0.097 0.809
H 1.30746 -1.67134 -1.06121 -0.170 0.020 -0.981
H 2.15071 -1.67226 -2.42096 -0.699 0.123 0.170
O -1.36733 -1.92403 0.60979 -0.127 -0.409 0.640
H -1.14732 -2.64358 1.21217 -0.098 -0.107 -0.119
H -1.30797 -1.13000 1.16756 0.269 0.244 -0.598
```
Forces are in eV/Å.

calculated total energy: -403.74717 hartree
SMILES: CCNC.O.O.O
LUMO energy: 0.654 eV
orbital gap: 9.59 eV
energy above the lowest of the compared OMol25 structures with the same formula, charge and spin: 25.2 kcal/mol
spin multiplicity: 1
highest occupied orbital energy: -8.9 eV



3.
Formula: C3H15NO3
Source: OMol25
Level of theory: ωB97M-V/def2-TZVPD

Geometry as XYZ:
```
22
Properties=species:S:1:pos:R:3:forces:R:3
C -1.72996 0.40992 1.46318 0.051 0.122 1.394
C -1.82230 1.11697 0.11593 0.354 -0.747 -0.263
C -1.45670 0.22174 -1.07781 0.080 0.338 -1.670
N -0.10576 -0.39092 -1.18317 -0.632 0.682 1.605
H -1.24046 -0.56123 1.44400 -0.237 -0.280 -0.453
H -2.67342 0.32067 2.00912 -0.198 -0.258 -0.490
H -1.12050 0.90402 2.22953 0.140 0.503 -0.435
H -2.82464 1.48572 -0.13379 0.109 0.063 0.443
H -1.14386 1.97931 0.09472 -0.128 -0.055 -0.040
H -1.59770 0.87190 -1.95218 0.285 0.058 -0.043
H -2.15615 -0.57301 -1.32812 -0.373 -0.181 0.710
H -0.10119 -1.14712 -0.48321 0.120 0.079 -0.561
H 0.48055 0.29278 -0.69378 0.295 -0.143 -0.338
O 2.74874 -1.84253 -1.24495 0.740 0.734 0.032
H 2.72353 -1.58060 -2.16476 -0.467 -0.374 -0.601
H 3.08760 -1.01552 -0.87734 0.224 -0.130 0.382
O 1.05136 -2.21337 0.80467 -0.539 0.426 0.814
H 1.02822 -3.16971 0.87528 0.381 0.044 -0.311
H 1.71977 -1.92076 0.16864 -0.215 -0.904 -0.108
O 1.92599 2.10328 0.80777 0.630 -0.386 2.570
H 1.28142 2.67945 1.24676 0.135 -0.236 -1.170
H 1.92547 2.02902 -0.12050 -0.755 0.644 -1.467
```
Forces are in eV/Å.

calculated total energy: -403.73525 hartree
SMILES: CCCN.O.O.O
LUMO energy: 0.461 eV
orbital gap: 9.80 eV
energy above the lowest of the compared OMol25 structures with the same formula, charge and spin: 32.6 kcal/mol
spin multiplicity: 1
highest occupied orbital energy: -9.3 eV



4.
Formula: C3H15NO3
Source: OMol25
Level of theory: ωB97M-V/def2-TZVPD

Geometry as XYZ:
```
22
Properties=species:S:1:pos:R:3:forces:R:3
C -3.20619 0.82208 1.17018 0.215 -0.284 0.170
N 2.00568 0.02833 0.12528 1.927 -0.115 0.025
C 2.66065 -1.13664 0.62174 -1.622 0.136 0.278
C 2.77830 1.16855 -0.23367 -1.699 0.203 -0.419
H -4.02477 0.14801 0.91659 -0.012 0.081 0.052
H -3.59198 1.78154 1.49905 -0.030 0.048 -0.077
H -2.60269 0.37682 1.96034 -0.160 -0.010 0.126
H 1.92852 -1.89730 0.92731 -0.059 0.366 -0.152
H 3.26089 -1.60786 -0.16931 0.451 0.285 -0.293
H 3.30748 -0.90750 1.47580 0.571 0.330 -0.174
H 2.15147 1.96911 -0.65135 -0.114 -0.439 0.141
H 3.54585 0.92682 -0.97508 0.543 -0.382 0.244
H 3.24255 1.61119 0.65613 0.488 -0.317 0.378
H 0.29304 -0.66688 0.72270 -0.941 -0.024 -0.064
H -1.12373 -1.20705 0.28758 0.642 0.122 0.880
O -0.45023 -1.21043 1.01527 0.103 -0.195 -0.494
H 0.03988 0.88760 -1.33262 0.189 0.117 0.030
H -2.55156 0.92854 0.31333 -0.130 0.368 -0.083
O -0.78547 1.20703 -1.70126 0.070 -0.506 -0.012
H -2.28376 -1.55852 -1.78560 -0.208 -0.048 0.115
H -1.36815 0.42354 -1.60244 -0.091 0.863 -0.151
O -2.21030 -0.91018 -1.05481 -0.134 -0.601 -0.520
```
Forces are in eV/Å.

calculated total energy: -403.22691 hartree
expectation value of S²: 0.85
LUMO energy (spin up / spin down): -9.507 / -9.570 eV
charge: +1
orbital gap (spin up / spin down): 5.15 / 5.04 eV
energy above the lowest of the compared OMol25 structures with the same formula, charge and spin: 135.1 kcal/mol
spin multiplicity: 2
highest occupied orbital energy (spin up / spin down): -14.7 / -14.6 eV



5.
Formula: C3H15NO3S
Source: OMol25
Level of theory: ωB97M-V/def2-TZVPD

Geometry as XYZ:
```
23
Properties=species:S:1:pos:R:3:forces:R:3
C 0.29368 1.03297 -1.59782 -0.143 0.541 0.131
C 1.35628 0.30999 -0.76994 0.607 -0.574 0.180
N 0.90452 -0.90314 -0.06611 0.527 0.207 -0.245
C 2.14064 1.21867 0.19007 -0.749 -0.224 -1.102
S 1.06530 1.95232 1.45184 0.210 0.032 0.262
H 0.54182 1.14409 -2.65596 0.125 -0.328 0.057
H -0.65143 0.51247 -1.49454 -0.208 0.034 -0.107
H 0.14248 2.05930 -1.25471 -0.139 -0.037 0.190
H 2.12100 -0.07200 -1.44891 0.088 0.055 -0.185
H 0.51717 -1.52387 -0.76215 -0.176 -0.203 0.093
H 0.18394 -0.71536 0.61632 -0.269 0.249 -0.054
H 2.58350 1.98074 -0.44431 0.071 0.404 0.241
H 2.94063 0.64898 0.62466 0.272 -0.117 0.460
H 1.67061 1.36674 2.49383 -0.087 0.034 0.010
O -2.13365 -0.01711 0.74006 0.360 -0.008 -0.117
H -2.13737 0.30116 1.64998 -0.288 -0.121 -0.188
H -2.98124 -0.42273 0.53009 -0.139 0.119 0.231
O 2.93469 -1.93217 1.95089 1.196 0.502 0.513
H 2.39056 -2.65596 2.25915 -0.419 0.126 -0.603
H 2.63690 -1.52680 1.12394 -0.926 -0.694 0.155
O -5.14914 -0.78265 -0.99543 -0.219 -0.023 0.112
H -5.97577 -0.37381 -0.69208 0.346 -0.303 -0.223
H -5.39514 -1.60182 -1.44887 -0.040 0.328 0.191
```
Forces are in eV/Å.

calculated total energy: -801.94725 hartree
SMILES: C[C@H](N)CS.O.O.O
LUMO energy: 0.467 eV
orbital gap: 9.36 eV
energy above the lowest of the compared OMol25 structures with the same formula, charge and spin: 1.5 kcal/mol
spin multiplicity: 1
highest occupied orbital energy: -8.9 eV



6.
Formula: C3H15NO3S
Source: OMol25
Level of theory: ωB97M-V/def2-TZVPD

Geometry as XYZ:
```
23
Properties=species:S:1:pos:R:3:forces:R:3
N -0.00822 2.96558 0.05140 0.409 -3.735 0.529
C 0.61556 1.75785 -0.52146 1.059 3.045 -1.409
C 0.23248 0.56221 0.17270 -4.338 -4.689 -0.508
C 0.83284 -0.77082 -0.34484 -0.176 1.273 0.356
S 0.36241 -2.36645 0.38540 -0.093 -0.208 0.021
H -0.77648 3.26751 -0.41476 -2.307 1.109 -1.782
H 0.45969 3.68401 0.45019 2.121 2.124 1.363
H 0.32796 1.82669 -1.56021 -0.376 -0.864 -0.568
H 1.70558 1.84050 -0.64609 -0.022 0.241 0.653
H 0.32524 0.60740 1.19399 0.439 0.611 2.560
H -0.90105 0.28953 -0.00594 1.682 1.164 0.545
H 1.87018 -0.63548 -0.15946 1.233 -0.269 -0.908
H 0.41373 -0.69402 -1.32040 0.807 -0.776 -1.388
H 1.00471 -3.21579 -0.49680 -0.383 0.933 0.505
O -1.89406 -0.59534 -2.49162 -1.487 -1.041 4.665
H -1.59188 -0.46062 -3.32301 1.205 1.348 -3.791
H -2.20860 0.18553 -2.00058 0.260 -0.274 -0.740
O -3.08292 1.54893 -0.31998 2.569 0.178 1.601
H -3.31404 2.08224 -1.06114 -0.336 0.845 -0.805
H -2.21441 1.95234 0.05972 -2.235 -0.990 -0.851
O 2.94169 -1.00826 3.02724 1.157 1.041 0.415
H 2.21947 -1.60188 3.09435 -1.060 -0.894 -0.203
H 3.13607 -0.88184 2.10034 -0.129 -0.172 -0.259
```
Forces are in eV/Å.

calculated total energy: -801.88437 hartree
SMILES: NCCCS.O.O.O
LUMO energy: 0.418 eV
orbital gap: 9.54 eV
energy above the lowest of the compared OMol25 structures with the same formula, charge and spin: 41.0 kcal/mol
spin multiplicity: 1
highest occupied orbital energy: -9.1 eV



7.
Formula: C3H15NO4
Source: OMol25
Level of theory: ωB97M-V/def2-TZVPD

Geometry as XYZ:
```
23
Properties=species:S:1:pos:R:3:forces:R:3
C -2.01105 0.09614 1.32359 1.999 -1.127 -1.020
N -1.47535 0.28666 0.18265 -0.097 -1.348 0.387
C -1.95912 0.98997 -1.01441 -0.107 0.975 0.807
C -1.12565 2.39558 -1.06377 3.335 -5.812 0.939
H -2.86741 0.50919 1.76888 -1.668 0.933 -0.025
H -1.53924 -0.66024 2.01928 -0.004 0.970 -0.691
H -1.76709 0.29004 -1.88462 -0.069 1.039 0.962
H -3.09265 1.17155 -0.96591 1.497 0.011 -0.073
H -0.53153 2.53286 -0.13625 -0.823 0.101 -0.516
H -0.41771 2.47946 -1.88396 0.371 -0.785 -0.103
H -1.74388 3.08351 -1.31515 -4.304 4.902 -0.671
O 1.77968 -0.66973 1.88785 1.364 2.416 -0.156
H 1.18872 0.15886 1.93246 1.753 -1.747 -0.309
H 2.74704 -0.36113 1.67775 -3.006 -0.483 0.680
O 1.44066 -1.56892 -1.30606 -2.538 0.173 0.736
H 0.61772 -1.05931 -1.00604 1.760 -0.331 -0.634
H 1.14251 -2.41714 -0.89781 0.945 0.441 -0.187
O 0.46692 -2.91147 0.87079 0.768 -0.431 2.451
H -0.35240 -2.38223 0.89147 0.742 -0.191 0.483
H 0.96715 -2.83414 1.78792 -1.853 0.294 -3.004
O 3.00351 0.70844 -0.83199 1.080 0.472 2.842
H 2.85574 -0.16631 -0.45427 0.271 -0.210 1.684
H 2.67343 0.32838 -1.58239 -1.417 -0.262 -4.581
```
Forces are in eV/Å.

calculated total energy: -478.90561 hartree
SMILES: C=NCC.O.O.O.O
LUMO energy: 0.512 eV
orbital gap: 10.26 eV
energy above the lowest of the compared OMol25 structures with the same formula, charge and spin: 77.3 kcal/mol
spin multiplicity: 1
highest occupied orbital energy: -9.7 eV



8.
Formula: C3H15NO4
Source: OMol25
Level of theory: ωB97M-V/def2-TZVPD

Geometry as XYZ:
```
23
Properties=species:S:1:pos:R:3:forces:R:3
C -1.64243 -1.94978 -1.93104 0.699 -0.826 -0.485
C -0.59276 -0.87315 -2.00664 0.133 1.684 -0.218
N -0.79627 0.06742 -0.89722 0.005 0.678 -0.044
C -0.12953 1.36929 -0.91033 0.470 -2.233 1.018
O 1.24166 1.23644 -0.47871 0.023 0.383 -0.525
H -1.55111 -2.59043 -2.80748 -0.395 0.181 -0.391
H -2.63306 -1.50705 -1.84067 0.024 -0.264 0.052
H -1.42113 -2.69692 -1.15473 -0.246 0.529 0.377
H 0.42334 -1.23002 -2.14828 0.322 -0.556 0.606
H -0.67100 -0.23505 -2.91134 -0.605 -0.425 0.233
H -0.60871 -0.31485 0.02097 -0.189 -0.462 -0.007
H -0.65711 1.94875 -0.15757 -0.117 0.639 -0.411
H -0.10197 1.72584 -1.92716 -0.159 0.590 -0.082
H 1.25893 0.60816 0.25070 -0.011 0.087 0.020
O -0.45245 -2.31919 1.87770 1.122 0.439 0.470
H -0.99914 -2.34052 1.09849 -0.739 -0.427 0.136
H -0.84392 -2.70662 2.66917 -0.420 0.008 -0.676
O 5.46812 0.67548 1.95397 0.100 0.359 0.779
H 4.70301 1.25421 2.02172 -0.262 -0.021 -0.402
H 5.89299 0.87084 2.80528 0.159 -0.335 -0.387
O -3.30650 1.98835 1.27453 0.219 -0.526 -0.888
H -3.31155 1.22224 0.66966 0.165 0.567 0.176
H -3.74259 1.64494 2.04580 -0.297 -0.068 0.651
```
Forces are in eV/Å.

calculated total energy: -478.97179 hartree
SMILES: CCNCO.O.O.O
LUMO energy: 0.450 eV
orbital gap: 9.60 eV
energy above the lowest of the compared OMol25 structures with the same formula, charge and spin: 35.8 kcal/mol
spin multiplicity: 1
highest occupied orbital energy: -9.2 eV